Entry from the OMol25 dataset: the molecule CH4N2S2 in a non-equilibrium geometry (ωB97M-V/def2-TZVPD).

Calculated values
Net charge: 0
SMILES: S/N=C/NS
Max |F| in eV/Å: 5.9
HOMO energy in eV: -7.92
Total energy in Ha: -946.25547
Energy relative to the best compared isomer or geometry (same formula, charge and spin) in kcal/mol: 82.3
Frontier orbital gap in eV: 8.148

The geometry in XYZ format:
```
9
CH4N2S2, DFT ωB97M-V/def2-TZVPD
C 0.007 0.326 -0.208
H -2.917 -1.450 -1.108
H -0.244 -1.693 0.620
H -0.173 1.288 -0.998
H 2.217 2.186 1.881
N -0.331 -1.011 -0.270
N 0.997 0.415 0.809
S -1.446 -1.827 -1.336
S 1.891 1.765 0.609
```